Entry 1:
The molecule C6H6O4. Source: the OMol25 dataset; level of theory: ωB97M-V with the def2-TZVPD basis set.

## Properties
* net charge: 0
* max |F|: 3.07 eV/A
* spin multiplicity: 1
* ΔE to the lowest compared entry with this formula, charge and spin: 0.817 eV
* LUMO: -0.82 eV

Last columns: bonded neighbours and bond lengths (Å).
Cartesian coordinates (Å):
1 O 0.366 1.760 1.424  C2 1.239
2 C -0.227 0.987 2.189  O1 1.239, O3 1.358, C4 1.483
3 O -0.426 1.322 3.490  C2 1.358, H11 0.958
4 C -0.728 -0.369 1.859  C2 1.483, C5 1.311, H12 1.096
5 C -0.722 -0.902 0.661  C4 1.311, C6 1.523, H13 1.110
6 C -0.223 -0.244 -0.618  C5 1.523, C7 1.348, H14 1.095
7 C -0.036 -0.916 -1.772  C6 1.348, C8 1.504, H15 1.095
8 C 0.667 -0.325 -2.964  C7 1.504, O9 1.204, O10 1.400
9 O 0.400 -0.681 -4.082  C8 1.204
10 O 1.706 0.584 -2.735  C8 1.400, H16 0.981
11 H 0.012 2.167 3.600  O3 0.958
12 H -1.243 -0.957 2.628  C4 1.096
13 H -1.091 -1.945 0.569  C5 1.110
14 H 0.081 0.806 -0.561  C6 1.095
15 H -0.432 -1.927 -1.913  C7 1.095
16 H 1.897 0.641 -1.775  O10 0.981

Here are the natural (NBO) charges for atoms 1 to 8, given in e: O -0.61; C 0.75; O -0.66; C -0.33; C -0.12; C -0.20; C -0.28; C 0.75

=====

Entry 2:
A cluster of 8 separate species, C17H53N3O8 in total. Source: the OMol25 dataset; level of theory: ωB97M-V with the def2-TZVPD basis set.

## Properties
* net charge: 0
* max |F|: 3.46 eV/A
* spin multiplicity: 1
* ΔE to the lowest compared entry with this formula, charge and spin: 2.480 eV
* LUMO: 0.25 eV

Last columns: bonded neighbours and bond lengths (Å).
Cartesian coordinates (Å):
1 C 6.120 -0.057 4.697  O2 1.412, H7 1.090, H8 1.090, H9 1.090
2 O 5.656 0.235 5.998  C1 1.412, C3 1.446
3 C 4.214 0.154 6.071  O2 1.446, C4 1.536, H10 1.090, H11 1.090
4 C 3.651 0.720 7.383  C3 1.536, C5 1.544, N6 1.426, H12 1.090
5 C 2.204 1.233 7.213  C4 1.544, H13 1.090, H14 1.090, H15 1.090
6 N 4.446 1.790 7.887  C4 1.426, H16 1.010, H17 1.010
7 H 7.171 0.165 4.512  C1 1.090
8 H 5.557 0.526 3.968  C1 1.090
9 H 6.018 -1.137 4.591  C1 1.090
10 H 3.848 0.805 5.277  C3 1.090
11 H 3.836 -0.851 5.889  C3 1.090
12 H 3.661 -0.121 8.078  C4 1.090
13 H 2.168 2.041 6.482  C5 1.090
14 H 1.893 1.599 8.192  C5 1.090
15 H 1.537 0.418 6.934  C5 1.090
16 H 5.387 1.442 7.778  N6 1.010
17 H 4.284 2.470 7.158  N6 1.010
18 C -3.458 -3.900 -2.314  O19 1.491, H24 1.090, H25 1.090, H26 1.090
19 O -2.799 -4.984 -3.099  C18 1.491, C20 1.379
20 C -1.563 -4.721 -3.653  O19 1.379, C21 1.566, H27 1.090, H28 1.090
21 C -1.249 -5.942 -4.582  C20 1.566, C22 1.526, N23 1.464, H29 1.090
22 C -1.316 -7.257 -3.812  C21 1.526, H30 1.090, H31 1.090, H32 1.090
23 N 0.065 -5.840 -5.220  C21 1.464, H33 1.010, H34 1.010
24 H -3.391 -2.915 -2.775  C18 1.090
25 H -3.031 -3.959 -1.313  C18 1.090
26 H -4.540 -4.031 -2.283  C18 1.090
27 H -1.813 -3.917 -4.345  C20 1.090
28 H -0.801 -4.449 -2.923  C20 1.090
29 H -2.002 -5.938 -5.370  C21 1.090
30 H -2.340 -7.475 -3.509  C22 1.090
31 H -0.696 -7.225 -2.916  C22 1.090
32 H -0.998 -8.133 -4.376  C22 1.090
33 H 0.201 -6.636 -5.826  N23 1.010
34 H 0.724 -5.918 -4.459  N23 1.010
35 C -2.903 2.838 -7.195  O36 1.427, H41 1.090, H42 1.090, H43 1.090
36 O -1.626 3.186 -6.664  C35 1.427, C37 1.361
37 C -0.985 2.167 -6.030  O36 1.361, C38 1.540, H44 1.090, H45 1.090
38 C 0.282 2.758 -5.385  C37 1.540, C39 1.500, N40 1.483, H46 1.090
39 C 1.394 3.011 -6.360  C38 1.500, H47 1.090, H48 1.090, H49 1.090
40 N 0.886 1.759 -4.471  C38 1.483, H50 1.010, H51 1.010
41 H -3.304 3.802 -7.508  C35 1.090
42 H -3.560 2.413 -6.436  C35 1.090
43 H -2.912 2.168 -8.055  C35 1.090
44 H -1.655 1.783 -5.261  C37 1.090
45 H -0.694 1.345 -6.684  C37 1.090
46 H -0.004 3.649 -4.826  C38 1.090
47 H 2.316 3.318 -5.865  C39 1.090
48 H 1.158 3.776 -7.099  C39 1.090
49 H 1.635 2.137 -6.966  C39 1.090
50 H 1.743 2.024 -4.006  N40 1.010
51 H 0.201 1.653 -3.736  N40 1.010
52 C 4.299 3.749 0.181  O53 1.390, H54 1.090, H55 1.090, H56 1.090
53 O 5.040 3.182 -0.848  C52 1.390, H57 0.960
54 H 3.530 4.458 -0.126  C52 1.090
55 H 3.906 3.069 0.938  C52 1.090
56 H 5.010 4.248 0.839  C52 1.090
57 H 5.699 3.804 -1.165  O53 0.960
58 C -5.174 1.531 3.390  O59 1.366, H60 1.090, H61 1.090, H62 1.090
59 O -5.357 0.669 2.347  C58 1.366, H63 0.960
60 H -6.127 2.008 3.620  C58 1.090
61 H -4.944 0.937 4.274  C58 1.090
62 H -4.439 2.311 3.189  C58 1.090
63 H -6.030 0.024 2.577  O59 0.960
64 C -3.799 5.617 -1.249  O65 1.408, H66 1.090, H67 1.090, H68 1.090
65 O -4.095 6.811 -1.934  C64 1.408, H69 0.960
66 H -4.305 5.508 -0.290  C64 1.090
67 H -4.132 4.765 -1.841  C64 1.090
68 H -2.732 5.556 -1.036  C64 1.090
69 H -5.015 6.981 -2.148  O65 0.960
70 C -0.423 -0.172 1.634  O71 1.394, H72 1.090, H73 1.090, H74 1.090
71 O -1.010 0.758 0.777  C70 1.394, H75 0.960
72 H 0.625 -0.311 1.365  C70 1.090
73 H -0.531 0.081 2.689  C70 1.090
74 H -0.900 -1.146 1.528  C70 1.090
75 H -1.930 0.788 1.048  O71 0.960
76 C -0.651 -4.510 6.370  O77 1.447, H78 1.090, H79 1.090, H80 1.090
77 O 0.411 -4.302 5.409  C76 1.447, H81 0.960
78 H -0.270 -4.353 7.379  C76 1.090
79 H -1.537 -3.897 6.205  C76 1.090
80 H -0.985 -5.546 6.312  C76 1.090
81 H 1.248 -4.598 5.775  O77 0.960

Here are the Mulliken charges for atoms 1 to 8, given in e: C -0.68; O -0.34; C -0.56; C 0.19; C -1.41; N -0.73; H 0.25; H 0.28

=====

Computed HOMO energy (eV) in order:
-10.09; -9.07